DFT (ωB97M-V/def2-TZVPD) results for a single C19H14ClN5O2S molecule.

The geometry in ORCA input format:
```
! RIJCOSX wB97M-V def2-TZVPD def2/J DEFGRID3
* xyz 0 1
O 5.49 2.69 0.15
Cl -0.39 -3.11 -3.50
N 1.53 0.98 0.54
N 5.21 -0.58 -1.17
N -0.58 -0.02 2.17
O 5.99 0.59 -0.92
S 1.01 3.45 0.88
C 0.70 1.80 1.11
C 5.11 1.50 -0.33
C 2.49 2.95 0.12
C 2.61 1.64 0.11
C 3.84 0.96 -0.38
C -1.84 -0.42 2.22
C -5.36 0.82 0.02
C -4.08 0.79 -0.66
C -5.42 0.53 1.38
C 0.99 -0.93 -2.93
C 1.91 -3.03 -2.07
C -2.95 0.35 0.04
C -4.25 0.23 2.08
C 2.03 -0.28 -2.30
C 2.86 -2.40 -1.35
C 0.93 -2.33 -2.75
C -2.97 0.11 1.41
C 2.93 -0.98 -1.49
N -0.37 1.24 1.72
N 3.98 -0.36 -0.87
C -2.07 -1.80 2.82
H 3.27 3.68 -0.14
H -6.28 1.26 -0.54
H -3.90 1.03 -1.69
H -6.33 0.54 1.93
H 0.18 -0.61 -3.62
H 1.86 -4.10 -2.13
H -1.97 0.36 -0.48
H -4.41 0.10 3.14
H 2.24 0.74 -2.31
H 3.57 -2.93 -0.71
H -1.18 1.81 1.65
H -2.91 -2.26 2.35
H -2.27 -1.56 3.82
H -1.16 -2.44 2.68
*
```

Total energy (eV): -54827.4356
Frontier orbital gap (eV): 7.0
Maximum force (Eh/bohr): 0.1412
Highest occupied orbital energy (Ha): -0.2868
E_LUMO (eV): -0.8


DFT (ωB97M-V/def2-TZVPD) results for a molecular structure, C19H14FeN2O4.

The geometry in ORCA input format:
```
! RIJCOSX wB97M-V def2-TZVPD def2/J DEFGRID3
* xyz 0 5
C 0.84 -4.29 2.46
O -0.35 -3.62 2.04
C -0.34 -2.34 1.49
C -0.71 -1.22 2.27
C -0.10 0.07 1.82
C -0.44 0.30 0.41
C -0.61 -0.85 -0.40
C -0.33 -2.15 0.09
Fe -2.25 -1.31 0.96
C -3.17 -0.19 1.94
O -4.00 0.34 2.57
C -3.08 -2.69 1.59
O -3.77 -3.52 2.00
C -3.39 -1.15 -0.38
O -4.34 -1.15 -1.05
H 0.49 -5.26 2.84
H 1.53 -4.44 1.61
H 1.34 -3.73 3.27
H -0.89 -1.39 3.33
H -0.34 0.91 2.48
H 1.02 -0.02 1.86
H -0.74 1.28 0.04
H -0.79 -0.73 -1.48
H -0.21 -3.00 -0.58
C 1.78 1.76 -0.23
C 1.69 2.61 0.90
N 1.59 3.31 1.83
C 1.61 2.35 -1.57
C 1.90 1.58 -2.72
C 1.53 2.05 -3.98
C 0.92 3.31 -4.12
C 0.71 4.11 -2.98
C 1.06 3.64 -1.72
C 2.64 0.64 -0.10
N 3.32 -0.30 0.02
H 2.39 0.61 -2.62
H 1.72 1.44 -4.86
H 0.61 3.67 -5.11
H 0.26 5.10 -3.09
H 0.90 4.27 -0.84
*
```

Total energy (eV): -65480.2288
Frontier orbital gap (spin up / spin down) (eV): 6.5 / 5.5
Maximum force (Eh/bohr): 0.1118
Highest occupied orbital energy (spin up / spin down) (Ha): -0.2224 / -0.3127
E_LUMO (spin up / spin down) (eV): 0.4 / -3.0


DFT (ωB97M-V/def2-TZVPD) results for a molecular structure, C19H15BrClN2O3V.

The geometry in ORCA input format:
```
! RIJCOSX wB97M-V def2-TZVPD def2/J DEFGRID3
* xyz 2 1
V 0.92 0.64 0.06
Br -0.39 -3.28 -5.96
C 0.04 -2.05 -4.62
C 1.14 -1.19 -4.79
C 1.49 -0.27 -3.82
C 0.72 -0.19 -2.67
O 1.01 0.69 -1.69
C -0.37 -1.04 -2.48
C -1.16 -0.91 -1.31
N -0.89 -0.17 -0.26
C -1.85 -0.07 0.80
C -3.09 -0.64 0.86
C -3.90 -0.46 1.99
C -3.46 0.28 3.05
C -2.18 0.88 3.01
C -1.65 1.64 4.07
C -0.39 2.18 3.94
C 0.32 1.98 2.76
N -0.15 1.28 1.72
C -1.39 0.71 1.86
C -0.73 -1.96 -3.48
H 1.73 -1.27 -5.69
H 2.33 0.40 -3.95
H -2.09 -1.47 -1.30
H -3.48 -1.24 0.04
H -4.88 -0.91 2.01
H -4.08 0.42 3.93
H -2.23 1.80 4.97
H 0.06 2.76 4.73
H 1.30 2.41 2.67
H -1.58 -2.61 -3.34
C 1.64 2.47 0.25
H 0.93 3.26 0.48
H 2.07 2.62 -0.74
H 2.44 2.39 0.99
Cl 3.97 0.23 -0.47
C 3.78 -1.37 0.32
C 2.28 -1.57 0.31
O 1.63 -0.59 1.07
O 1.69 -2.34 -0.39
H 4.19 -1.33 1.33
H 4.26 -2.13 -0.27
*
```

Total energy (eV): -137306.5454
Frontier orbital gap (eV): 5.9
Maximum force (Eh/bohr): 0.0185
Highest occupied orbital energy (Ha): -0.5394
E_LUMO (eV): -8.8


DFT (ωB97M-V/def2-TZVPD) results for a molecular structure, C19H15BrCuF3N2O2S.

The geometry in ORCA input format:
```
! RIJCOSX wB97M-V def2-TZVPD def2/J DEFGRID3
* xyz 1 2
Cu -17.93 8.40 4.54
C -22.68 6.48 3.62
C -21.97 7.77 3.81
C -22.63 8.89 4.27
C -21.93 10.06 4.50
C -20.55 10.04 4.28
Br -19.61 11.65 4.62
N -19.89 8.98 3.83
C -20.62 7.87 3.54
H -23.67 6.57 4.04
H -22.11 5.64 4.05
H -22.77 6.28 2.54
H -23.72 8.91 4.48
H -22.45 10.95 4.83
H -20.08 7.06 3.09
F -18.29 1.46 3.09
C -17.33 1.89 3.92
F -16.22 1.50 3.34
F -17.39 1.27 5.10
C -17.47 3.43 4.14
C -16.37 4.32 4.19
C -16.63 5.68 4.36
N -17.86 6.20 4.55
C -18.86 5.34 4.61
C -18.71 3.99 4.40
H -15.35 3.99 4.05
H -15.81 6.32 4.30
H -19.84 5.71 4.80
H -19.64 3.45 4.47
O -9.82 10.29 4.88
C -10.65 9.31 4.52
O -10.25 8.24 4.15
C -12.15 9.52 4.66
C -12.67 10.80 4.78
C -14.02 11.05 4.90
C -14.91 9.93 4.92
S -16.62 10.21 5.10
C -14.34 8.64 4.75
C -13.00 8.43 4.57
H -10.25 11.10 5.12
H -11.97 11.62 4.70
H -14.42 12.10 4.88
H -14.98 7.77 4.90
H -12.57 7.43 4.51
*
```

Total energy (eV): -160685.9400
Frontier orbital gap (spin up / spin down) (eV): 8.9 / 6.5
Maximum force (Eh/bohr): 0.0349
Highest occupied orbital energy (spin up / spin down) (Ha): -0.4449 / -0.4552
E_LUMO (spin up / spin down) (eV): -3.2 / -5.9


DFT (ωB97M-V/def2-TZVPD) results for a single C19H15Cl2NO3S molecule.

The geometry in ORCA input format:
```
! RIJCOSX wB97M-V def2-TZVPD def2/J DEFGRID3
* xyz 0 1
O 3.60 -0.21 -4.58
Cl 2.70 -3.96 5.77
Cl 0.02 5.99 1.49
O 2.94 -0.98 -2.54
O -0.86 -0.14 -2.22
S -0.06 -2.82 4.71
C 2.80 -0.20 -3.64
C 1.25 1.72 -4.36
C 1.72 -2.88 4.76
C 2.29 -2.01 3.91
C 1.35 -1.21 3.21
C -0.77 -0.17 0.58
C 0.04 -1.52 3.50
C -0.35 0.89 -0.12
C 1.79 0.83 -3.43
C -0.46 3.76 2.99
C -0.05 3.36 0.67
C -0.78 2.40 3.15
C -0.17 4.26 1.73
C -0.37 2.02 0.82
C -0.75 1.51 2.06
N -0.93 0.14 1.91
C -1.19 -0.81 2.99
C 1.98 -0.59 -1.53
C -0.08 0.93 -1.64
C 1.42 0.79 -1.96
H -1.79 0.09 -2.20
H 1.53 1.73 -5.43
H 0.50 2.44 -4.04
H 3.35 -1.95 3.83
H 1.66 -0.43 2.49
H -0.89 -1.17 0.19
H -0.55 4.38 3.85
H 0.19 3.69 -0.34
H -0.96 2.05 4.16
H -1.63 -0.29 3.85
H -1.93 -1.54 2.65
H 1.16 -1.32 -1.52
H 2.40 -0.57 -0.53
H -0.37 1.88 -2.06
H 1.95 1.58 -1.42
*
```

SMILES string: C=C1C(=O)OC[C@@H]1[C@@H](O)c1cn(Cc2ccc(Cl)s2)c2ccc(Cl)cc12
Total energy (eV): -63458.0321
Frontier orbital gap (eV): 8.6
Maximum force (Eh/bohr): 0.0784
Highest occupied orbital energy (Ha): -0.3145
E_LUMO (eV): 0.1


DFT (ωB97M-V/def2-TZVPD) results for a single C19H15Cl2NO5 molecule.

The geometry in ORCA input format:
```
! RIJCOSX wB97M-V def2-TZVPD def2/J DEFGRID3
* xyz 0 1
O 3.53 3.16 -0.27
C 2.50 2.54 -0.41
N 2.35 1.20 -0.40
C 3.32 0.20 -0.23
C 4.66 0.50 -0.03
C 5.58 -0.53 0.14
C 5.16 -1.87 0.07
C 3.82 -2.15 -0.11
C 2.90 -1.13 -0.25
H 1.86 -1.36 -0.39
H 3.51 -3.18 -0.14
O 6.05 -2.91 0.18
C 7.39 -2.53 0.02
C 7.67 -1.26 0.84
H 8.71 -0.95 0.74
O 6.89 -0.19 0.36
H 7.44 -1.46 1.89
H 8.00 -3.36 0.36
H 7.60 -2.32 -1.04
H 5.01 1.51 0.01
H 1.41 0.85 -0.56
C 1.17 3.29 -0.63
H 1.00 3.95 0.22
H 1.27 3.90 -1.53
O 0.06 2.42 -0.79
C -0.96 2.53 0.09
O -0.99 3.34 0.98
C -1.99 1.53 -0.21
C -3.10 1.46 0.54
C -4.22 0.56 0.38
C -5.49 1.03 0.76
C -6.63 0.26 0.62
C -6.52 -1.03 0.11
C -5.28 -1.54 -0.23
C -4.15 -0.75 -0.10
Cl -2.64 -1.49 -0.49
H -5.19 -2.55 -0.60
Cl -7.92 -2.00 -0.07
H -7.59 0.66 0.90
H -5.57 2.03 1.15
H -3.20 2.20 1.33
H -1.80 0.89 -1.06
*
```

SMILES string: O=C(COC(=O)/C=C/c1ccc(Cl)cc1Cl)Nc1ccc2c(c1)OCCO2
Total energy (eV): -56718.9992
Frontier orbital gap (eV): 7.5
Maximum force (Eh/bohr): 0.0148
Highest occupied orbital energy (Ha): -0.2927
E_LUMO (eV): -0.5